No. 1
A gas-phase ion, C8H16NO2S (charge +1). Source: the OMol25 dataset; level of theory: wB97M-V/def2-TZVPD.

XYZ file:
```
28
Properties=species:S:1:pos:R:3:forces:R:3:mulliken_charge:R:1
C -0.583 2.916 -2.260 -0.1 0.1 0.0 -1.319
C -0.495 1.559 -1.593 0.0 -0.1 -0.2 0.230
O -1.758 0.928 -1.699 0.0 0.0 0.0 -0.390
C -1.805 -0.429 -1.324 0.1 -0.1 0.0 -0.319
C -2.231 -0.655 0.135 0.1 0.1 0.0 -0.531
O -1.216 -1.230 0.977 0.1 0.1 -0.1 -0.439
C -0.290 -0.352 1.548 0.0 0.0 0.0 -0.804
C 1.146 -0.588 0.994 -0.1 0.0 0.0 0.303
C 1.364 -2.020 0.465 -0.1 0.0 0.1 -0.728
S 2.925 -2.655 1.174 0.0 0.0 0.1 -0.027
C 3.042 -1.334 2.199 0.1 0.1 0.1 -0.086
N 2.151 -0.403 2.066 -0.1 0.0 -0.1 -0.086
H -0.515 2.835 -3.344 0.0 -0.1 0.0 0.313
H -1.546 3.368 -2.018 0.1 0.0 0.0 0.323
H 0.206 3.585 -1.915 0.0 -0.1 0.0 0.377
H -0.199 1.667 -0.539 -0.1 0.1 0.0 -0.042
H 0.259 0.927 -2.087 0.0 0.1 0.1 0.312
H -0.834 -0.916 -1.502 -0.1 0.0 0.0 0.210
H -2.526 -0.909 -1.988 0.0 0.1 0.0 0.362
H -3.055 -1.362 0.193 0.0 0.0 0.0 0.358
H -2.565 0.299 0.555 0.0 -0.1 0.0 0.389
H -0.575 0.688 1.370 0.0 0.0 0.1 0.390
H -0.275 -0.516 2.632 0.0 -0.1 -0.1 0.440
H 1.373 0.146 0.218 0.0 0.0 0.0 0.251
H 1.459 -2.054 -0.617 -0.1 0.0 0.0 0.438
H 0.550 -2.672 0.776 0.1 0.0 -0.1 0.435
H 3.829 -1.252 2.941 0.0 0.0 0.0 0.369
H 2.167 0.431 2.641 0.0 0.0 0.0 0.273
```
Forces are in eV/Å.

Output
Highest occupied orbital energy: -12.7 eV
Spin multiplicity: 1
Energy above the lowest of the compared OMol25 structures with the same formula, charge and spin: 23.98 kcal per mole
Charge: +1

---

No. 2
A single C3H10B2FNO molecule in a non-equilibrium geometry. Source: the OMol25 dataset; level of theory: wB97M-V/def2-TZVPD.

XYZ file:
```
18
Properties=species:S:1:pos:R:3:forces:R:3:mulliken_charge:R:1
C 2.924 0.336 -0.344 0.2 -0.4 0.4 -1.242
C 1.825 -0.416 0.394 0.2 0.3 -0.6 -0.368
C 0.456 0.031 -0.036 -0.6 -0.7 0.5 0.074
F 0.324 1.428 0.090 0.0 0.1 0.0 -0.336
B -0.785 -0.626 0.760 -0.1 0.3 -0.4 0.234
B -2.331 -0.273 0.182 -0.2 0.2 0.3 0.349
N -2.830 1.110 0.288 -0.3 -0.6 -0.4 -0.612
O -3.135 -1.273 -0.391 0.7 0.1 -0.4 -0.612
H 2.806 1.404 -0.243 0.0 0.3 0.0 0.309
H 3.887 0.049 0.065 0.3 0.1 0.1 0.363
H 2.946 0.060 -1.390 -0.1 0.1 -0.4 0.325
H 1.896 -1.463 0.117 -0.1 -0.4 0.1 0.267
H 1.955 -0.361 1.469 -0.1 0.1 0.3 0.363
H 0.325 -0.209 -1.095 0.1 0.1 -0.2 0.177
H -0.598 -1.343 1.694 0.1 0.0 0.0 -0.089
H -2.666 1.573 -0.606 0.3 0.5 0.3 0.247
H -3.842 1.091 0.397 0.0 0.0 -0.2 0.257
H -3.158 -1.121 -1.352 -0.5 -0.1 0.4 0.294
```
Forces are in eV/Å.

Output
Highest occupied orbital energy: -9.6 eV
Spin multiplicity: 1
Charge: 0

---

No. 3
9 unconnected molecules or ions with the total composition H18O9. Source: the OMol25 dataset; level of theory: wB97M-V/def2-TZVPD.

XYZ file:
```
27
Properties=species:S:1:pos:R:3:forces:R:3:mulliken_charge:R:1
H -0.426 -0.599 -1.216 0.0 -0.1 0.1 0.289
H -0.412 0.097 0.136 -0.1 0.0 -0.2 0.228
H -1.619 -2.841 1.163 -0.2 0.0 0.0 0.285
H -2.772 -3.092 0.205 -0.1 0.2 0.0 0.310
H -4.916 -0.309 -1.138 0.1 0.0 0.1 0.290
H -3.822 -0.049 -2.162 0.1 0.0 0.1 0.301
H 3.152 -2.359 0.569 0.1 0.0 0.0 0.262
H 4.242 -3.081 1.344 0.1 0.0 0.0 0.333
H -3.344 2.288 2.744 -0.1 -0.1 0.0 0.309
H -2.392 1.119 2.546 -0.1 -0.1 -0.1 0.301
H 1.466 -2.450 -1.920 0.0 0.0 -0.1 0.318
H 1.230 -3.085 -0.559 -0.1 -0.1 -0.1 0.279
H 0.348 3.009 -2.893 0.0 0.0 0.1 0.285
H -0.516 3.592 -1.787 0.0 -0.1 0.0 0.284
H 1.339 4.449 0.494 0.1 -0.1 0.0 0.291
H 1.645 3.217 1.330 0.1 0.0 -0.1 0.296
H 2.795 -0.114 0.505 0.0 0.2 -0.1 0.269
H 4.300 0.087 0.576 0.0 0.0 0.0 0.351
O -0.742 0.192 -0.765 0.1 -0.1 0.1 -0.524
O -2.582 -2.865 1.122 0.2 -0.2 0.0 -0.603
O -3.985 -0.483 -1.317 -0.2 0.0 -0.2 -0.580
O 4.047 -2.706 0.478 -0.2 0.0 0.1 -0.615
O -3.326 1.353 2.510 0.1 0.2 0.1 -0.613
O 0.780 -2.602 -1.261 0.2 0.1 0.2 -0.602
O -0.017 2.802 -2.026 0.0 0.3 -0.2 -0.548
O 2.058 3.856 0.739 -0.2 0.2 0.2 -0.593
O 3.468 0.573 0.583 -0.1 -0.2 0.1 -0.601
```
Forces are in eV/Å.

Output
Highest occupied orbital energy: -10.6 eV
Spin multiplicity: 1
Energy above the lowest of the compared OMol25 structures with the same formula, charge and spin: 80.11 kcal per mole
Charge: 0

---

How do the records compare in Kohn-Sham gap? In the order shown, they have 0.30609, 0.35883, 0.38360 Ha.
How do the records compare in LUMO? In the order shown, they have -4.35, 0.12, -0.20 eV.
How do the records compare in E? In the order shown, they have -917.56034, -399.87650, -687.89814 hartree.